Entry from the Open Molecules 2025 dataset: an isolated molecule of C5H6N2O3 at a distorted geometry (ωB97M-V/def2-TZVPD).

CARTESIAN COORDINATES (ANGSTROEM)
C 0.58 0.79 -1.47
N -1.50 0.25 -2.77
O -0.29 0.95 0.89
H -1.98 -0.95 1.52
H 1.70 0.36 1.51
N 1.10 -0.42 -1.04
C 0.22 1.65 -0.22
C -0.97 -1.29 1.39
C 0.02 -0.29 1.21
O 1.25 -0.46 1.84
C -0.59 0.63 -2.20
H 0.49 -1.21 -1.26
H 1.39 1.30 -1.96
O 0.24 2.81 -0.15
H -0.59 -2.10 2.20
H -1.04 -2.02 0.51

Computed properties:
HOMO level (alpha / beta)   -8.55 / -8.54 eV
Orbital gap (alpha / beta)   8.0 / 8.0 eV
Charge   0
LUMO energy (alpha / beta)   -0.6 / -0.6 eV

=====

Entry from the Open Molecules 2025 dataset: an isolated molecule of C3H5N3OS at a distorted geometry (ωB97M-V/def2-TZVPD).

CARTESIAN COORDINATES (ANGSTROEM)
N -1.68 0.55 -0.22
N -1.12 -2.17 0.03
C 0.86 0.87 0.06
H 1.12 1.26 1.19
H -1.94 -1.37 -0.01
H -1.57 1.56 -0.84
C 1.79 -0.38 -0.17
H 0.97 2.01 -0.59
S 3.44 -0.47 -0.06
O 1.06 -1.46 -0.17
C -0.32 -1.26 -0.06
H -2.21 0.83 0.90
N -0.40 0.03 -0.07

Computed properties:
Structure (SMILES)   [H]/N=C1/OC(=S)CN1N
HOMO level   -8.98 eV
Orbital gap   8.8 eV
Charge   0
LUMO energy   -0.2 eV

=====

Entry from the Open Molecules 2025 dataset: a structure of composition C23H23BiBrN7OPS2SbSe4 at a distorted geometry (ωB97M-V/def2-TZVPD).

CARTESIAN COORDINATES (ANGSTROEM)
C 5.28 -2.06 -1.55
C -2.30 -2.68 -2.32
P -1.23 1.54 2.24
H 3.36 2.85 3.36
S -2.30 -0.95 -1.99
H -1.90 2.09 -2.59
C -1.28 -4.84 -2.63
C 2.64 0.92 2.49
H -2.08 4.60 -1.53
N -0.98 -1.15 1.28
H 5.35 -0.28 -2.77
C 2.59 2.18 3.00
H 4.89 -3.69 -0.20
C -2.51 -5.42 -2.85
H -0.37 -5.44 -2.67
Sb 1.76 3.38 -2.86
Se 1.73 3.53 -0.32
C -1.48 2.21 0.56
H 1.03 4.56 2.52
C -2.69 -2.13 2.31
N 2.91 -1.00 -0.59
C 0.59 1.51 2.41
S 0.49 -2.86 -2.11
H -4.13 0.68 2.97
H -4.63 -5.06 -3.04
C -3.64 -0.14 3.49
H -4.39 -0.87 3.81
H -0.74 5.13 1.08
C 3.37 -2.16 -0.16
C 3.64 -0.35 -1.50
C -1.70 4.63 1.22
C -1.80 2.40 -1.56
C -3.54 -3.28 -2.57
H 3.50 0.29 2.34
H -4.41 -2.63 -2.57
N -1.77 3.52 0.31
H -3.14 0.27 4.37
Se 0.07 5.00 -3.60
C -1.94 3.65 -1.04
H 6.77 -2.09 -2.71
H -1.80 4.28 2.24
C 4.82 -0.84 -2.01
N -2.68 -0.80 2.63
C 0.79 3.86 3.33
C -3.66 -4.63 -2.83
N 1.28 2.55 2.98
Bi 0.08 -0.45 -1.18
H -2.59 -6.49 -3.04
H -2.51 5.33 0.99
C -1.62 -0.23 1.98
H 3.25 0.61 -1.81
O 6.43 -2.63 -2.00
Br 2.35 -3.05 1.17
C -1.14 -3.48 -2.35
H -0.29 3.81 3.46
H -3.44 -2.80 2.69
H -1.30 -3.22 0.98
N -1.52 1.51 -0.56
H 1.24 4.19 4.26
Se 0.58 0.91 -3.38
N 1.39 0.51 2.14
Se 2.40 0.28 -4.63
C 4.55 -2.74 -0.58
C -1.63 -2.32 1.47

Computed properties:
HOMO level   -0.93 eV
Orbital gap   4.8 eV
Charge   -2
LUMO energy   3.9 eV

=====

Entry from the Open Molecules 2025 dataset: a structure of composition C40H57AsN10OS4Ti (ωB97M-V/def2-TZVPD).

CARTESIAN COORDINATES (ANGSTROEM)
H 1.74 1.79 6.36
H -1.44 -1.48 4.73
H -1.40 -0.91 -1.63
C 2.73 1.50 4.50
H 3.49 -1.81 3.63
C -3.25 -2.16 0.70
C -2.16 -5.27 -1.95
As -1.66 -0.42 2.49
C -3.40 0.92 -2.54
H -4.21 -2.30 0.22
C 3.18 5.21 -5.44
N 1.82 0.93 -0.17
H -0.05 -2.69 5.00
N -1.18 5.66 -5.79
C 1.37 -1.15 5.59
H 1.50 2.69 -3.94
H -2.84 -4.88 -1.20
H -3.27 0.04 0.60
H -3.91 5.57 -5.15
C 3.63 2.94 -3.90
H -1.51 2.28 -3.87
H 4.86 1.59 -2.75
H 1.27 -1.37 6.66
H 4.59 -0.02 3.21
H 3.22 -3.66 1.19
C -3.38 1.98 2.90
H -3.52 2.87 3.51
N -0.16 -4.17 -0.99
C 0.98 -2.40 4.83
C 4.47 4.85 -5.09
H 2.24 -0.35 -1.88
H 4.34 0.61 0.24
H -3.09 0.10 -3.19
H 1.59 -3.24 5.17
H 5.31 5.45 -5.42
S 3.17 -1.38 0.64
C 3.84 1.69 -3.10
H -1.21 1.98 3.17
H -3.60 -2.35 5.22
S 2.48 0.99 2.76
C -2.48 2.77 -3.90
C -4.93 4.06 -4.01
C -1.05 -4.27 -2.21
C 4.21 0.59 2.39
C -3.18 -0.77 1.32
H -0.83 2.43 0.85
H 3.00 6.10 -6.03
S 1.25 -2.42 3.01
C -3.51 -1.77 4.30
H -1.42 -3.26 -2.42
N -2.17 2.08 -0.71
N 2.97 1.64 -1.88
H 5.37 -0.58 1.00
N 2.89 2.69 -1.04
N -2.32 0.99 -1.50
C 2.19 2.25 -0.04
C -1.46 0.05 -1.14
C -4.80 2.86 -3.31
H -1.33 -6.13 0.59
C -3.57 2.22 -3.26
C -2.59 3.99 -4.55
H -4.02 -0.64 2.00
H -2.08 1.08 4.39
C 2.34 3.29 -4.26
H 1.10 -5.81 -1.26
H -4.16 -2.24 3.56
C 0.41 -5.48 -0.48
H 0.89 2.52 5.02
H -0.99 -7.05 -2.32
C 0.07 -3.08 -0.41
H 3.42 0.79 4.95
C -0.73 -6.46 -0.26
C -2.04 -1.75 3.87
H -0.28 -7.42 0.02
C -1.37 4.60 -5.09
H -2.73 -5.38 -2.88
C -3.83 4.63 -4.63
H -5.66 2.44 -2.81
N 0.21 5.79 -5.92
C -2.07 1.32 3.32
H 5.71 3.45 -4.03
C 4.70 3.72 -4.31
C 4.38 -0.11 1.06
H -3.90 -0.77 4.51
C 1.46 1.64 5.32
C 3.05 -2.64 3.09
H -3.14 -2.94 1.45
H 0.97 -5.26 0.42
N -0.73 0.48 -0.10
H 4.79 1.52 2.39
C 2.32 0.61 -1.38
H 4.70 -2.87 1.70
C 0.72 4.80 -5.29
H -1.72 -2.73 3.50
H -5.89 4.55 -4.07
H -0.39 -4.57 -3.02
H 3.58 0.78 -3.66
C 2.11 4.44 -5.01
C -1.59 -6.62 -1.51
O -0.22 3.99 -4.74
H 3.24 2.46 4.45
H 1.96 2.87 0.82
H -3.39 2.29 1.86
C 3.61 -2.78 1.69
N 0.30 -2.06 0.15
Ti 0.74 -0.44 1.14
S 0.32 0.26 5.16
C -1.20 1.75 0.10
H -2.48 -2.32 -0.06
H 3.23 -3.56 3.65
H -2.40 -7.32 -1.32
H -4.24 1.34 3.08
H -4.31 0.62 -2.01
H 2.42 -0.91 5.43

Computed properties:
HOMO level   -15.86 eV
Orbital gap   3.0 eV
Charge   +4
LUMO energy   -12.9 eV

=====

Entry from the Open Molecules 2025 dataset: a structure of composition C31H22N4O10Ti at a distorted geometry (ωB97M-V/def2-TZVPD).

CARTESIAN COORDINATES (ANGSTROEM)
C 3.61 -0.28 1.19
C 1.60 3.79 0.71
N 1.22 1.67 -0.27
H 2.56 -2.74 -5.22
C -0.36 3.43 -0.70
C 0.62 -3.47 -4.61
C 1.62 -3.87 0.30
C -1.85 1.19 4.38
H 3.11 -1.71 -2.92
H -1.55 3.42 3.85
H -4.35 1.58 1.34
O -2.01 -1.38 2.06
H -0.33 -6.07 2.04
C 1.14 -2.08 -2.16
H 2.22 -5.25 -1.47
C -0.33 -3.47 -3.57
O 4.31 -0.16 2.18
C -0.18 -2.73 1.29
O 0.14 -0.02 -1.82
C -0.10 -2.72 -2.47
H 2.31 4.26 1.36
O 2.32 -0.45 1.20
C 2.82 -3.82 -0.44
H -0.85 1.43 3.98
C 1.81 -2.80 -4.43
H -0.88 -2.77 -1.72
C 0.02 -5.08 1.62
H -3.98 3.28 -0.51
H -2.15 -0.42 2.04
H 1.59 -6.01 0.53
C -2.61 4.36 0.73
C -3.42 3.30 0.42
H -2.15 1.97 5.05
N -2.36 5.47 -0.16
C -2.87 2.37 2.59
Ti 1.31 -0.72 -0.49
C -1.50 3.80 -1.49
H -1.40 -3.93 2.62
C 0.42 4.28 0.16
C 1.14 -5.11 0.78
C 0.09 2.15 -0.84
C -0.65 -3.94 1.86
N 0.92 -2.74 0.51
C -2.05 2.89 -2.42
O 3.16 -0.41 -1.12
H 0.34 -3.97 -5.53
C 1.93 2.42 0.49
H -2.87 3.27 -3.00
C -1.62 1.51 -2.52
H -1.91 0.20 4.91
C -2.01 3.42 2.83
H 0.07 5.28 0.38
H 2.76 2.01 1.07
C -0.79 -1.47 1.43
C -1.97 4.46 1.95
C 2.05 -2.16 -3.20
H -2.03 0.86 -3.27
C 4.11 0.02 -0.29
O 3.70 -3.06 -0.08
O 3.00 -4.77 -1.36
O -0.35 -0.41 0.85
C -0.48 1.17 -1.73
C -3.61 2.35 1.38
H -1.30 -3.94 -3.77
O 5.10 0.61 -0.63
H -1.41 5.40 2.16
O -2.78 1.20 3.35
N -2.06 5.13 -1.36

Computed properties:
Expectation value of S²   0.767
HOMO level (alpha / beta)   -3.73 / -5.49 eV
Orbital gap (alpha / beta)   5.3 / 7.1 eV
Spin multiplicity   2
Charge   -1
LUMO energy (alpha / beta)   1.6 / 1.6 eV

=====

Entry from the Open Molecules 2025 dataset: a structure of composition C28H42Br3F9NO19PSiTa at a distorted geometry (ωB97M-V/def2-TZVPD).

CARTESIAN COORDINATES (ANGSTROEM)
C -1.39 -0.13 4.42
H 0.43 -6.19 2.37
C 2.62 4.04 1.53
H 6.03 -3.25 -4.95
C 1.32 -5.38 0.56
H -1.74 -2.32 -1.66
H -2.97 -0.31 -3.91
F -1.37 2.07 5.24
Ta -2.93 1.15 -2.79
H 3.47 4.34 0.92
C -5.23 0.86 -5.68
H -0.25 1.00 0.63
H -0.31 2.34 -0.58
O 1.24 -1.33 11.41
F 7.31 -4.64 -4.26
H 1.79 -4.45 0.23
H 0.95 -4.50 2.51
H -6.03 1.28 -6.36
C 2.86 4.24 2.99
Br -6.89 1.75 1.61
C 7.96 -2.56 -6.79
H 3.91 4.11 3.30
C -5.37 0.68 -0.58
H 1.23 -1.05 -2.80
F 2.26 -6.36 0.67
H -1.25 -0.13 3.34
C 0.43 -1.05 10.28
O 0.14 -1.71 7.00
H -4.11 5.46 -3.09
C 6.84 -4.48 -6.56
O 3.57 -0.20 -3.21
F -1.92 -1.08 10.11
O -4.84 3.52 -4.76
H -2.46 -0.08 4.64
C -0.32 -0.94 6.20
O 1.64 1.13 2.94
Si -0.74 0.07 -1.74
H 1.23 0.76 -3.25
F -5.75 -0.74 1.39
H 0.03 -0.45 -4.07
H 5.51 -0.43 -6.95
C 0.03 1.27 -0.44
C -3.42 5.29 -2.21
O 2.41 2.63 1.45
C 4.61 -0.10 -6.43
O -0.36 0.40 6.38
C 0.60 -0.17 -3.13
O 2.06 3.25 3.59
C 3.92 0.09 -4.31
O 0.35 -5.79 -0.38
H -1.00 0.33 11.19
C -4.20 -0.11 -1.30
Br -1.37 2.38 -4.61
H -3.64 6.14 -1.49
C 2.00 2.23 2.68
H -4.66 -0.98 -1.88
C -5.38 0.56 0.99
O -0.84 -1.31 5.01
O 3.88 1.35 -4.82
C 6.94 -3.78 -5.25
C -0.89 -0.72 10.91
F -2.99 1.38 0.98
H 1.15 1.26 -0.56
H -4.88 3.65 -1.82
O 7.99 -2.85 -5.46
C -1.05 -1.69 -1.03
H -0.05 -2.18 -0.81
H -1.92 3.34 -1.77
H -5.48 1.77 -0.84
H 0.83 -0.22 9.70
H -2.33 5.32 -2.48
O 7.21 -3.46 -7.48
N -2.80 2.86 -1.54
C -4.06 1.03 1.76
F -3.61 -0.04 2.60
H 0.38 -1.93 9.64
F 4.21 2.18 -6.89
O -0.75 -4.84 1.35
H 5.83 -4.85 -6.77
H 1.73 4.56 1.17
F 2.42 5.46 3.40
C 0.41 -1.68 12.42
H -3.94 4.20 -0.39
P -5.07 1.95 -4.11
O 0.77 -2.08 13.48
O 8.51 -1.63 -7.28
H 3.75 -0.27 -7.07
H -4.21 0.86 -6.19
O 4.43 -0.81 -5.20
O -0.90 -1.53 12.06
C -3.83 3.90 -1.49
H 7.54 -5.32 -6.65
H -1.56 -1.58 -0.02
C -0.62 0.95 5.10
H -6.35 0.20 -0.92
C 0.53 -5.25 1.83
H 0.33 1.20 4.61
H -3.92 3.79 -4.56
C -0.83 -5.26 0.06
O -1.81 -5.17 -0.61
C 4.72 1.32 -5.96
H -3.57 -0.60 -0.49
H -5.51 -0.18 -5.34
H 5.73 1.63 -5.69
Br -4.36 2.59 2.98

Computed properties:
HOMO level   -4.14 eV
Orbital gap   5.8 eV
Charge   -1
LUMO energy   1.7 eV

=====

Entry from the Open Molecules 2025 dataset: a structure of composition C11H14BBaN7S at a distorted geometry (ωB97M-V/def2-TZVPD).

CARTESIAN COORDINATES (ANGSTROEM)
C -1.29 0.16 -3.28
B 0.72 0.77 -1.76
N 1.67 -0.33 -1.22
C 3.23 -1.90 -0.91
H 1.19 1.21 -2.77
H -2.23 -1.74 2.91
S 0.00 0.00 6.27
H 1.04 3.58 -2.00
C -2.65 -0.67 -1.72
H -3.46 -1.11 -1.16
C 0.00 0.00 4.74
H 2.91 -0.74 -2.83
H 2.58 -2.22 1.24
C 0.78 3.28 -1.01
N 0.30 1.90 0.55
H -2.45 -3.20 3.95
H -2.80 -3.27 2.17
N 0.63 1.97 -0.76
N 1.59 -0.81 0.06
Ba -0.14 -0.16 1.37
H -0.03 3.14 2.19
H 4.05 -2.56 -1.08
C 2.67 -0.98 -1.82
H -1.16 -3.32 2.77
C 0.53 4.01 0.17
C 2.50 -1.75 0.28
C -2.14 -2.86 2.95
H 0.57 5.06 0.29
C 0.22 3.07 1.15
C -2.57 -0.38 -3.11
N 0.00 0.01 3.57
H -3.32 -0.54 -3.86
N -1.49 -0.33 -1.10
N -0.68 0.18 -2.08
H -0.79 0.53 -4.16

Computed properties:
HOMO level   -7.95 eV
Orbital gap   8.2 eV
Charge   0
LUMO energy   0.2 eV

=====

Entry from the Open Molecules 2025 dataset: an isolated molecule of C3H7NOS at a distorted geometry (ωB97M-V/def2-TZVPD).

CARTESIAN COORDINATES (ANGSTROEM)
C -1.13 -1.17 0.07
H 1.86 -0.41 0.04
H -1.06 -1.27 -0.99
S -2.63 -0.06 0.38
C 1.02 0.22 -0.24
N -0.09 -0.24 0.59
H 1.20 1.17 0.10
O -3.17 0.38 -0.91
H -1.22 -2.20 0.49
H -1.19 0.90 2.00
C -1.04 0.85 0.91
H 0.93 0.29 -1.32
H -0.68 1.92 0.65

Computed properties:
HOMO level   -8.68 eV
Orbital gap   9.6 eV
Charge   0
LUMO energy   0.9 eV